[1]
Formula: C36H47As3HfN2O3PSe2Te2
Source: the OMol25 dataset
Level of theory: ωB97M-V/def2-TZVPD

Summary:
Energy above the lowest of the compared OMol25 structures with the same formula, charge and spin ... 14.3 kcal/mol
E_LUMO ... -3.463 eV
HOMO energy ... -9.388 eV
HOMO-LUMO gap ... 5.92 eV
Max |F| ... 0.014 hartree/bohr
Multiplicity ... 1
Total charge ... +1

Structure (XYZ):
```
97
C36H47As3HfN2O3PSe2Te2 (ωB97M-V/def2-TZVPD)
Hf 0.2049 0.1725 -0.1050
C -0.1454 -0.7229 3.7839
As 1.1200 0.2555 2.6824
C 1.2592 1.8902 3.7460
C 2.7090 -0.7900 3.2308
C 4.1545 -0.3804 2.9075
C 5.0405 -1.4737 3.5312
C 4.4444 -0.3825 1.4006
As 3.2875 0.5353 0.0931
C 4.6583 0.6100 -1.3050
C 3.3251 2.4324 0.5439
C 4.4894 0.9795 3.5367
As 6.4153 1.4837 3.6770
C 6.1031 2.9181 4.9778
C 6.5792 2.6638 2.1109
H 0.1833 -0.6565 4.8205
H -0.1777 -1.7621 3.4643
H -1.1393 -0.2932 3.6707
H 1.7251 1.6411 4.6979
H 0.2512 2.2635 3.9084
H 1.8414 2.6615 3.2511
H 2.5196 -1.7848 2.8224
H 2.6173 -0.8786 4.3175
H 4.7121 -2.4623 3.2023
H 4.9855 -1.4432 4.6218
H 6.0857 -1.3509 3.2490
H 4.4656 -1.4156 1.0369
H 5.4494 0.0155 1.2324
H 5.4391 1.2844 -0.9515
H 4.2582 0.9864 -2.2414
H 5.0850 -0.3727 -1.4814
H 4.3208 2.7220 0.8699
H 2.5920 2.6788 1.3073
H 3.0520 2.9770 -0.3583
H 4.1481 0.9710 4.5768
H 3.9563 1.7937 3.0420
H 5.8841 2.4807 5.9510
H 5.2744 3.5574 4.6711
H 7.0046 3.5221 5.0694
H 6.5398 2.0874 1.1861
H 7.5535 3.1500 2.1537
H 5.8056 3.4322 2.1006
Se -3.4022 0.9555 2.5675
Te -1.5818 2.1487 1.2912
Te -3.9783 -0.6807 0.7841
Se -1.6877 -1.6796 0.5733
O 0.0949 3.9285 -1.7559
C -0.0738 2.7507 -1.6056
O 0.7231 1.9488 -0.9238
C -1.2422 1.9991 -2.1821
C -2.2369 2.6653 -2.8658
C -3.2744 1.9054 -3.3890
C -3.2703 0.5340 -3.1883
C -2.2693 -0.0402 -2.4208
N -1.2655 0.6818 -1.9150
H -2.1713 3.7377 -2.9754
H -4.0787 2.3751 -3.9400
H -4.0593 -0.0930 -3.5798
H -2.2731 -1.0940 -2.1779
O 1.4138 -2.4533 0.7575
N 1.0337 -2.1198 -0.5471
C 0.4905 -3.0603 -1.2145
C 0.0281 -2.9980 -2.5991
C -0.6908 -4.1242 -3.0108
C -1.1156 -4.2661 -4.3205
C -0.7679 -3.2995 -5.2488
C -0.0388 -2.1845 -4.8540
C 0.3322 -1.9845 -3.5310
P 1.3375 -0.5360 -3.0263
C 0.9690 0.8273 -4.1727
C 1.8427 1.9174 -4.0960
C 1.5969 3.0802 -4.8038
C 0.4607 3.1841 -5.5945
C -0.4283 2.1244 -5.6545
C -0.1837 0.9583 -4.9422
C 2.9528 -1.1907 -3.5833
C 3.6018 -2.1225 -2.7730
C 4.7836 -2.7157 -3.1883
C 5.3418 -2.3725 -4.4114
C 4.7036 -1.4458 -5.2220
C 3.5107 -0.8650 -4.8167
H 0.9364 -3.2593 1.0212
H 0.3777 -4.0363 -0.7398
H -0.9166 -4.9005 -2.2894
H -1.6802 -5.1396 -4.6165
H -1.0469 -3.4117 -6.2884
H 0.2629 -1.4712 -5.6079
H 2.7199 1.8659 -3.4634
H 2.2867 3.9102 -4.7265
H 0.2627 4.0946 -6.1445
H -1.3301 2.2052 -6.2486
H -0.9209 0.1686 -4.9757
H 3.1933 -2.3797 -1.8049
H 5.2744 -3.4393 -2.5493
H 6.2700 -2.8271 -4.7324
H 5.1290 -1.1782 -6.1807
H 3.0199 -0.1571 -5.4709
```

***

[2]
Formula: C36H47N5P2Re
Source: the OMol25 dataset
Level of theory: ωB97M-V/def2-TZVPD

Summary:
Energy above the lowest of the compared OMol25 structures with the same formula, charge and spin ... 141.2 kcal/mol
E_LUMO (spin up / spin down) ... -7.722 / -9.173 eV
HOMO energy (spin up / spin down) ... -11.881 / -11.877 eV
HOMO-LUMO gap (spin up / spin down) ... 4.16 / 2.70 eV
Max |F| ... 0.121 hartree/bohr
Multiplicity ... 4
Total charge ... +2

Structure (XYZ):
```
91
C36H47N5P2Re (ωB97M-V/def2-TZVPD)
Re 0.1128 1.3131 -0.7078
C -0.5339 -1.9743 3.0082
C 0.5852 -2.1445 2.3336
C 0.8304 -3.0893 1.2688
C 0.0400 -3.0069 -0.0353
C -0.8436 -1.9436 -0.5317
C -2.0334 -1.6564 0.0003
C -2.5832 -2.2876 1.2548
C -1.7984 -2.6513 2.5986
C -1.8337 1.2810 0.4679
H -0.6859 -1.1403 3.6607
H 1.2288 -1.1713 2.3333
H 0.6736 -4.0929 1.6287
H 1.9082 -3.0689 1.0317
H 0.7072 -3.3415 -0.8334
H -0.7124 -3.8279 -0.0079
H -0.8197 -1.8380 -1.6154
H -2.7566 -1.0079 -0.5033
H -2.8739 -3.2960 0.8517
H -3.5052 -1.7482 1.5200
H -2.5088 -2.3718 3.3994
H -1.6569 -3.7030 2.5880
H -2.0201 0.6684 1.3719
H -2.8225 1.3487 -0.0491
H -1.6249 2.2998 0.8746
P -1.0791 1.4521 -2.4871
P 2.2267 0.2861 -0.5970
N -1.9915 0.2904 -3.3278
N -1.0069 2.6774 -3.6249
N 2.7087 -1.1333 -1.8394
N 4.1577 0.7951 -0.8113
C 0.7163 0.6966 -2.8752
C 1.7673 1.4021 -2.0140
C -3.3720 0.2219 -3.1691
C -3.8583 -0.5275 -4.2369
C -2.7516 -0.9544 -5.0173
C -1.5975 -0.4743 -4.4202
C -1.4078 3.9955 -3.4417
C -1.2724 4.6302 -4.6768
C -0.7528 3.6577 -5.6187
C -0.6014 2.4646 -4.9483
C 2.7986 -2.4709 -1.5496
C 3.1402 -3.1736 -2.7082
C 3.2934 -2.2274 -3.7590
C 3.0389 -0.9728 -3.1906
C 5.2336 -0.0481 -1.0076
C 6.3130 0.6757 -1.4957
C 5.8970 2.0381 -1.5739
C 4.5637 2.0788 -1.1453
H 0.9098 1.0148 -3.8767
H 0.7365 -0.3764 -2.8591
H 2.6927 1.6954 -2.5591
H 1.3861 2.4327 -1.5203
H -3.8235 0.6982 -2.3031
H -4.8917 -0.7122 -4.4060
H -2.7511 -1.4944 -5.9356
H -0.5481 -0.6055 -4.6395
H -1.7259 4.3251 -2.4614
H -1.4955 5.6599 -4.8936
H -0.5139 3.7890 -6.6603
H -0.2236 1.4982 -5.2679
H 2.7541 -2.8160 -0.5369
H 3.2608 -4.2529 -2.7901
H 3.5711 -2.3634 -4.7924
H 3.1022 -0.0081 -3.6828
H 5.1718 -1.1037 -0.8394
H 7.2771 0.2822 -1.7688
H 6.4616 2.8838 -1.9169
H 3.8760 2.9183 -1.1195
C -0.9083 -0.8807 5.9796
N -2.1245 -0.8582 5.1893
C -3.2264 -1.4840 5.8726
C -2.4723 0.3276 4.4100
C -1.3006 1.2307 4.1545
C -0.9456 2.2057 5.1560
C 0.2291 2.9595 5.0111
C 1.0593 2.7979 3.8952
C 0.6699 1.8735 2.8832
C -0.4908 1.1941 3.0637
H -0.7767 -1.9180 6.3332
H -0.9811 -0.2302 6.8722
H -0.0238 -0.6143 5.4215
H -3.4149 -0.9968 6.8504
H -4.1407 -1.4263 5.2624
H -2.9941 -2.5471 6.0622
H -2.9171 -0.0435 3.4817
H -3.2736 0.8735 4.9361
H -1.5979 2.3407 6.0282
H 0.5029 3.6702 5.8097
H 1.9814 3.3852 3.7987
H 1.2827 1.7458 1.9849
```

***

[3]
Formula: C36H47N7O3S3W
Source: the OMol25 dataset
Level of theory: ωB97M-V/def2-TZVPD

Summary:
Energy above the lowest of the compared OMol25 structures with the same formula, charge and spin ... 27.5 kcal/mol
E_LUMO (spin up / spin down) ... -5.616 / -6.384 eV
HOMO energy (spin up / spin down) ... -13.161 / -13.182 eV
HOMO-LUMO gap (spin up / spin down) ... 7.55 / 6.80 eV
Max |F| ... 0.064 hartree/bohr
Multiplicity ... 3
Total charge ... +2

Structure (XYZ):
```
97
C36H47N7O3S3W (ωB97M-V/def2-TZVPD)
W -1.2479 0.1250 0.1611
C -3.1319 3.7326 1.8581
C -2.1903 2.6691 1.4284
N -2.5606 1.5685 0.7987
O -3.9055 1.3969 0.5008
C -0.7970 2.7167 1.6412
C -0.0249 3.8380 2.2450
N -0.1904 1.6200 1.1910
O 1.0569 1.4938 1.3088
H -4.1625 3.3901 1.8172
H -3.0118 4.6124 1.2230
H -2.9028 4.0327 2.8800
H -4.1852 2.1700 -0.0081
H -0.6333 4.4250 2.9281
H 0.3521 4.4999 1.4612
H 0.8402 3.4327 2.7671
O -2.4115 0.5768 -1.5429
N -2.9251 -0.2560 -2.4504
C -3.9845 0.1799 -3.1629
C -4.5651 -0.6084 -4.1159
C -4.0245 -1.8715 -4.3661
C -2.9393 -2.2953 -3.6342
C -2.3954 -1.4847 -2.6343
S -1.1497 -2.0197 -1.5707
H -4.3236 1.1726 -2.9115
H -5.4246 -0.2452 -4.6583
H -4.4582 -2.5122 -5.1208
H -2.4883 -3.2640 -3.7937
C 4.6615 -2.3323 3.1511
C 3.4745 -3.2903 2.9512
C 3.8575 -4.3972 1.9511
C 3.1283 -3.9357 4.2940
C 2.3134 -2.5164 2.3668
C 1.0626 -2.4209 2.9738
C 0.0504 -1.7331 2.3465
N 0.1881 -1.1101 1.1675
C 1.4096 -1.1623 0.5702
C 2.4504 -1.8635 1.1425
C 1.5574 -0.4123 -0.6935
C 2.7140 -0.4355 -1.4458
C 2.8195 0.2564 -2.6515
C 1.6826 0.9511 -3.0585
C 0.5588 0.9482 -2.2628
N 0.4810 0.3057 -1.0955
C 4.1084 0.2121 -3.4438
C 4.0219 1.0279 -4.7346
C 4.4390 -1.2475 -3.8001
C 5.2374 0.7892 -2.5707
H 5.4849 -2.8744 3.6147
H 4.3840 -1.5052 3.8059
H 5.0180 -1.9184 2.2076
H 4.6424 -5.0201 2.3784
H 4.2288 -3.9846 1.0128
H 2.9975 -5.0328 1.7342
H 3.9843 -4.5130 4.6393
H 2.2822 -4.6187 4.2049
H 2.9068 -3.1835 5.0528
H 0.8598 -2.8739 3.9320
H -0.9241 -1.6873 2.8087
H 3.4011 -1.8988 0.6352
H 3.5528 -1.0211 -1.1047
H 1.6538 1.4794 -3.9994
H -0.3406 1.4611 -2.5708
H 3.2464 0.6463 -5.4008
H 4.9722 0.9609 -5.2619
H 3.8334 2.0826 -4.5273
H 3.6367 -1.7005 -4.3840
H 4.6078 -1.8565 -2.9116
H 5.3503 -1.2684 -4.3968
H 5.0349 1.8296 -2.3130
H 6.1746 0.7497 -3.1248
H 5.3665 0.2240 -1.6475
N -3.8916 -2.5581 -0.1915
C -3.8563 -1.8632 0.9523
N -2.8822 -1.0536 1.3458
C -3.1834 -0.5451 2.6328
C -2.3731 0.2798 3.4122
C -2.8286 0.6961 4.6508
C -4.0723 0.3041 5.1367
C -4.8785 -0.5338 4.3900
C -4.4168 -0.9462 3.1496
S -5.2077 -2.0175 2.0322
H -3.0093 -2.8095 -0.6262
H -4.6497 -3.2125 -0.3037
H -1.3916 0.5774 3.0702
H -2.2043 1.3398 5.2563
H -4.4069 0.6500 6.1045
H -5.8424 -0.8594 4.7563
C 0.1846 4.4146 -1.9138
S -1.3255 3.5722 -1.3731
C -2.3428 3.8655 -2.8460
H 0.4986 4.0207 -2.8793
H 0.9505 4.2201 -1.1656
H 0.0000 5.4836 -1.9896
H -2.3817 4.9321 -3.0548
H -3.3441 3.5035 -2.6245
H -1.9306 3.3338 -3.7034
```